Entry 1:
A cluster of 2 separate species, C3HF3O in total at a distorted geometry. Source: the Open Molecules 2025 dataset; level of theory: ωB97M-V/def2-TZVPD.

Last column: Löwdin charge in e.
Atoms and positions in Å:
1 O -2.720 -0.783 -1.503  0.229
2 H -1.874 1.858 -1.518  0.031
3 F -2.440 -0.816 0.685  0.120
4 F -3.558 0.778 -0.074  0.173
5 C -0.385 1.498 0.060  -0.174
6 F 0.247 1.360 1.193  0.118
7 C -1.082 1.766 -0.870  0.110
8 C -2.844 -0.244 -0.483  -0.607

The calculation puts the HOMO energy at -11.1565 eV. The value obtained for the largest force on an atom is 3.7 eV Å⁻¹. Its orbital gap is 11.78 eV. The energy relative to the best compared isomer or geometry (same formula, charge and spin) comes out at 2.5439 eV. Its spin multiplicity is 1.

***

Entry 2:
A cluster of 8 separate species, C5H25NO8 in total at a distorted geometry. Source: the Open Molecules 2025 dataset; level of theory: ωB97M-V/def2-TZVPD.

Last column: Löwdin charge in e.
Atoms and positions in Å:
1 H 1.338 2.527 -1.719  0.003
2 H 3.180 -1.067 -0.190  0.026
3 O 1.220 2.454 -2.662  -0.041
4 H -1.775 2.584 -2.069  0.002
5 H -1.608 -2.797 -1.139  0.086
6 H 0.664 0.532 -3.607  0.007
7 H -2.969 -1.675 -0.416  0.088
8 O 0.152 -0.191 -3.988  -0.065
9 H 0.309 2.789 -2.702  0.022
10 H -1.691 -1.104 -1.281  0.050
11 O 2.918 -1.754 0.433  -0.081
12 O 1.536 -2.032 3.868  -0.061
13 H 1.146 1.998 0.210  0.076
14 H 1.420 -2.558 3.080  0.020
15 H -0.011 -1.866 0.458  0.134
16 H -2.261 3.842 -1.626  0.060
17 H 0.592 -0.565 -4.764  0.050
18 H 0.517 2.733 1.591  0.088
19 C 0.261 1.957 0.870  0.003
20 O -1.440 3.343 -1.580  -0.054
21 O 3.774 0.288 1.976  -0.048
22 C -1.931 -1.942 -0.570  -0.039
23 N -1.028 -0.079 0.669  0.075
24 H 0.991 -1.251 3.705  -0.004
25 C -0.031 0.567 1.347  -0.505
26 O 0.620 0.026 2.224  0.037
27 H -0.554 2.455 0.305  0.060
28 H -1.070 -1.726 2.815  0.060
29 H -2.645 -2.128 2.023  0.080
30 H -2.020 -0.021 -3.322  0.047
31 H -1.839 0.511 0.546  0.141
32 C -1.560 -2.109 1.927  -0.070
33 H 3.144 0.164 2.690  0.036
34 H -1.345 -3.195 2.037  0.096
35 C -1.050 -1.607 0.620  -0.361
36 H 3.452 1.057 1.500  0.042
37 O -2.064 0.701 -2.692  -0.065
38 H -1.681 0.590 -1.822  0.000
39 H 3.339 -1.450 1.253  0.004

The calculation puts the HOMO energy at -10.1135 eV. The value obtained for the largest force on an atom is 3.2 eV Å⁻¹. Its orbital gap is 10.27 eV. The energy relative to the best compared isomer or geometry (same formula, charge and spin) comes out at 1.9085 eV. Its spin multiplicity is 1.

***

Entry 3:
The ion C4H9N2O2 with charge -1 at a distorted geometry. Source: the Open Molecules 2025 dataset; level of theory: ωB97M-V/def2-TZVPD.

Last column: Löwdin charge in e.
Atoms and positions in Å:
1 H 1.238 1.503 0.497  0.109
2 N -0.411 -1.851 -1.281  -0.007
3 H -0.621 1.481 -0.801  0.068
4 H -1.693 0.279 -1.523  0.063
5 H -0.343 -0.892 0.999  0.102
6 O 0.162 0.258 3.180  -0.079
7 O 0.487 2.432 2.638  -0.113
8 C -0.654 0.606 -1.446  -0.072
9 H -0.485 0.952 -2.467  0.062
10 N 0.712 0.853 1.051  -0.002
11 C 0.537 -0.469 0.535  -0.220
12 C 0.228 -0.541 -0.972  -0.422
13 H 1.336 -1.163 0.822  0.113
14 H 1.167 -0.631 -1.529  0.114
15 H -1.339 -1.736 -1.693  0.045
16 C 0.432 1.199 2.410  -0.812
17 H -0.753 -2.280 -0.421  0.051

The calculation puts the HOMO energy at -3.8474 eV. The value obtained for the largest force on an atom is 1.2 eV Å⁻¹. Its charge is -1. Its orbital gap is 7.63 eV. The energy relative to the best compared isomer or geometry (same formula, charge and spin) comes out at 0.5713 eV. Its spin multiplicity is 1.

***

Entry 4:
An isolated molecule of C4H6O2. Source: the Open Molecules 2025 dataset; level of theory: ωB97M-V/def2-TZVPD.

Last column: Löwdin charge in e.
Atoms and positions in Å:
1 H 0.258 0.056 2.218  0.095
2 C 0.434 -0.786 -0.573  -0.086
3 O -1.817 -0.896 0.228  0.089
4 H 0.232 1.382 1.050  0.085
5 H 0.210 -1.747 -1.044  0.121
6 C -0.713 -0.427 0.379  -0.448
7 C 0.532 0.303 -1.624  -0.250
8 H -1.269 0.935 1.942  0.088
9 C -0.361 0.559 1.465  -0.008
10 O 1.198 1.299 -1.482  0.056
11 H -0.085 0.147 -2.532  0.132
12 H 1.381 -0.824 -0.026  0.127

The calculation puts the HOMO energy at -9.9739 eV. The value obtained for the largest force on an atom is 0.5 eV Å⁻¹. Its orbital gap is 10.47 eV. The energy relative to the best compared isomer or geometry (same formula, charge and spin) comes out at 0.7532 eV. Its spin multiplicity is 1.